{"formula": "C20H19N5O3S", "method": "ωB97M-V with the def2-TZVPD basis set", "elements": ["C", "C", "N", "C", "S", "C", "C", "O", "N", "N", "C", "C", "C", "C", "C", "C", "C", "C", "C", "N", "O", "O", "N", "C", "C", "C", "C", "C", "C", "H", "H", "H", "H", "H", "H", "H", "H", "H", "H", "H", "H", "H", "H", "H", "H", "H", "H", "H"], "xyz": [[-2.945, -2.616, 2.310], [-1.756, -3.068, 3.154], [-0.548, -3.109, 2.374], [0.314, -2.078, 2.161], [0.103, -0.547, 2.960], [1.656, 0.283, 2.489], [1.540, 0.964, 1.129], [1.429, 2.167, 1.027], [1.606, 0.074, 0.105], [1.450, 0.274, -1.218], [1.135, 1.407, -1.715], [0.967, 1.520, -3.140], [0.374, 2.565, -3.733], [-0.209, 3.695, -3.009], [0.195, 4.995, -3.309], [-0.257, 6.074, -2.572], [-1.125, 5.883, -1.506], [-1.564, 4.609, -1.205], [-1.125, 3.531, -1.962], [-1.711, 2.244, -1.681], [-1.996, 1.996, -0.529], [-1.931, 1.508, -2.620], [1.294, -2.365, 1.340], [1.077, -3.668, 0.961], [1.802, -4.482, 0.100], [1.340, -5.767, -0.097], [0.191, -6.239, 0.539], [-0.544, -5.442, 1.396], [-0.087, -4.151, 1.599], [-2.771, -1.615, 1.922], [-3.846, -2.603, 2.917], [-3.095, -3.293, 1.472], [-1.600, -2.373, 3.984], [-1.932, -4.069, 3.558], [2.443, -0.470, 2.503], [1.823, 1.041, 3.253], [1.689, -0.926, 0.355], [0.986, 2.303, -1.116], [1.352, 0.702, -3.730], [0.341, 2.629, -4.812], [0.895, 5.147, -4.117], [0.077, 7.069, -2.822], [-1.465, 6.724, -0.922], [-2.256, 4.428, -0.396], [2.688, -4.113, -0.391], [1.877, -6.427, -0.760], [-0.133, -7.252, 0.353], [-1.434, -5.812, 1.881]], "lowdin_charge": [-0.059, -0.205, -0.038, -0.591, 1.024, -0.347, -0.530, 0.063, 0.038, 0.085, -0.152, -0.066, -0.050, -0.158, -0.017, -0.064, -0.063, 0.011, -0.121, -0.359, 0.086, 0.101, 0.086, -0.210, -0.011, -0.096, -0.096, -0.019, -0.159, 0.073, 0.076, 0.078, 0.098, 0.123, 0.084, 0.084, 0.090, 0.112, 0.112, 0.117, 0.118, 0.107, 0.107, 0.122, 0.111, 0.099, 0.100, 0.107], "smiles": "CCn1c(SCC(=O)N/N=C/C=C\\c2ccccc2[N+](=O)[O-])nc2ccccc21", "homo_ev": -8.284, "largest_force_ev_per_a": 1.40, "homo_lumo_gap_ev": 8.13, "de_lowest_kcal_mol": 85.9, "lumo_energy_ev": -0.1520}

{"formula": "C3H8NO2S", "method": "ωB97M-V with the def2-TZVPD basis set", "elements": ["C", "C", "C", "S", "N", "O", "O", "H", "H", "H", "H", "H", "H", "H", "H"], "xyz": [[-0.505, -1.439, -0.729], [-0.026, -0.497, 0.331], [-0.682, 0.896, 0.044], [1.785, -0.226, -0.005], [2.155, 1.055, 1.193], [2.184, 0.472, -1.508], [2.552, -1.410, 0.250], [-0.191, -0.986, -1.700], [-0.064, -2.410, -0.696], [-1.582, -1.551, -0.437], [-0.176, 1.356, -0.814], [-0.636, 1.548, 0.925], [-1.741, 0.847, -0.138], [1.342, 0.931, 1.791], [1.991, 1.773, 0.548]], "lowdin_charge": [-0.233, -0.509, -0.216, 0.697, -0.103, -0.538, -0.406, 0.069, 0.038, 0.075, 0.049, 0.039, 0.043, 0.011, -0.018], "smiles": "CC(C)=[S@](N)(=O)[O-]", "total_charge": -1, "homo_ev": -2.928, "largest_force_ev_per_a": 5.97, "homo_lumo_gap_ev": 6.92, "de_lowest_kcal_mol": 112.3, "lumo_energy_ev": 3.9884}

{"formula": "C2HClF2OS", "method": "ωB97M-V with the def2-TZVPD basis set", "elements": ["O", "C", "S", "C", "F", "F", "Cl", "H"], "xyz": [[-1.882, -0.001, 0.632], [-0.823, 0.326, 0.046], [-0.826, 1.402, -1.242], [0.478, -0.571, 0.341], [0.243, -1.696, 0.821], [1.342, -0.713, -0.610], [0.978, 0.416, 1.808], [0.491, 0.836, -1.797]], "lowdin_charge": [-0.022, -0.885, 0.889, -0.972, 0.153, 0.109, 0.701, 0.026], "smiles": "O=C(S)C(F)(F)Cl", "homo_ev": -10.544, "largest_force_ev_per_a": 5.44, "homo_lumo_gap_ev": 10.59, "de_lowest_kcal_mol": 25.8, "lumo_energy_ev": 0.0447}

{"formula": "C3H9InO3", "method": "ωB97M-V with the def2-TZVPD basis set", "elements": ["O", "C", "O", "In", "H", "H", "H", "C", "C", "O", "H", "H", "H", "H", "H", "H"], "xyz": [[-0.248, 1.528, -3.373], [0.038, 0.667, -2.502], [-0.729, 0.272, -1.574], [2.156, -0.201, -2.642], [3.102, 0.315, -1.189], [2.109, -2.009, -2.729], [3.006, 0.384, -4.129], [-1.310, 0.766, 2.011], [-0.996, -0.665, 1.630], [-0.054, -1.263, 2.537], [-0.396, 1.360, 1.991], [-2.009, 1.196, 1.293], [-1.745, 0.827, 3.018], [-0.563, -0.674, 0.630], [-1.911, -1.272, 1.613], [-0.450, -1.231, 3.412]], "lowdin_charge": [-0.242, -0.879, -0.241, 0.014, -0.194, -0.195, -0.187, -0.106, -0.312, -0.104, 0.075, 0.071, 0.053, 0.092, 0.101, 0.053], "total_charge": -2, "homo_ev": 1.440, "largest_force_ev_per_a": 0.55, "homo_lumo_gap_ev": 3.81, "lumo_energy_ev": 5.2523}

{"formula": "C10H16", "method": "ωB97M-V with the def2-TZVPD basis set", "elements": ["C", "C", "C", "C", "C", "C", "C", "H", "H", "H", "H", "H", "H", "H", "H", "C", "C", "C", "H", "H", "H", "H", "H", "H", "H", "H"], "xyz": [[0.072, 0.494, -2.453], [-0.685, 0.645, -1.146], [-1.343, -0.482, -0.649], [-2.048, -0.404, 0.540], [-2.246, 0.830, 1.144], [-1.566, 1.942, 0.669], [-0.791, 1.847, -0.471], [1.078, 0.841, -2.236], [-0.271, 1.200, -3.211], [0.194, -0.531, -2.778], [-1.264, -1.452, -1.126], [-2.528, -1.263, 0.999], [-2.835, 0.982, 2.043], [-1.646, 2.897, 1.171], [-0.298, 2.735, -0.846], [2.546, -0.049, 0.565], [1.999, -1.280, 1.280], [2.271, -2.592, 0.548], [1.944, 0.089, -0.334], [3.549, -0.024, 0.113], [2.501, 0.849, 1.164], [2.398, -1.307, 2.299], [0.944, -1.056, 1.440], [3.097, -3.159, 0.972], [1.378, -3.222, 0.538], [2.533, -2.378, -0.490]], "lowdin_charge": [-0.050, -0.291, -0.061, -0.095, -0.099, -0.093, -0.063, 0.061, 0.082, 0.074, 0.109, 0.102, 0.099, 0.101, 0.114, -0.125, -0.307, -0.112, 0.038, 0.075, 0.065, 0.095, 0.086, 0.065, 0.065, 0.065], "smiles": "Cc1ccccc1.CCC", "homo_ev": -9.039, "largest_force_ev_per_a": 1.64, "homo_lumo_gap_ev": 10.04, "de_lowest_kcal_mol": 11.3, "lumo_energy_ev": 1.0050}

{"formula": "H22O11", "method": "ωB97M-V with the def2-TZVPD basis set", "elements": ["O", "H", "H", "O", "H", "H", "O", "H", "H", "O", "H", "H", "O", "H", "H", "O", "H", "H", "O", "H", "H", "O", "H", "H", "O", "H", "H", "O", "H", "H", "O", "H", "H"], "xyz": [[1.037, -0.633, 2.599], [1.468, -1.301, 3.133], [0.904, -1.054, 1.749], [-0.038, 0.490, 0.343], [0.330, -0.375, 0.521], [-0.125, 0.523, -0.610], [-2.122, 1.232, 0.637], [-2.414, 1.039, -0.254], [-1.353, 0.675, 0.763], [0.807, 2.271, 0.115], [0.463, 1.388, 0.251], [0.364, 2.583, -0.673], [-0.893, -1.913, 1.963], [-1.727, -2.283, 2.252], [-1.125, -1.336, 1.235], [0.133, -1.684, -0.729], [-0.489, -1.137, -1.207], [0.769, -1.958, -1.389], [1.680, -1.194, 0.582], [0.967, -1.315, -0.045], [2.275, -1.924, 0.412], [-0.097, 1.018, 2.371], [0.405, 0.313, 2.781], [0.108, 0.947, 1.439], [1.406, 0.360, -1.615], [1.444, 1.201, -2.070], [0.634, -0.075, -1.976], [-1.124, -0.524, -1.815], [-1.267, -0.740, -2.736], [-1.244, 0.424, -1.769], [-0.328, 1.355, -1.853], [0.099, 1.561, -2.685], [-0.951, 2.069, -1.720]], "lowdin_charge": [-0.001, 0.108, -0.038, -0.022, 0.066, 0.049, -0.004, 0.013, -0.056, 0.002, -0.276, 0.011, -0.002, 0.067, 0.027, 0.062, -0.231, 0.129, -0.021, -0.213, 0.117, -0.047, -0.178, -0.136, -0.008, 0.078, 0.031, 0.115, 0.159, -0.011, -0.091, 0.151, 0.150], "homo_ev": -7.413, "largest_force_ev_per_a": 13.79, "homo_lumo_gap_ev": 6.09, "de_lowest_kcal_mol": 486.0, "lumo_energy_ev": -1.3276}

{"formula": "C3HLiO4Pd", "method": "ωB97M-V with the def2-TZVPD basis set", "elements": ["O", "C", "O", "Pd", "O", "C", "C", "O", "Li", "H"], "xyz": [[3.597, 1.455, 0.003], [2.431, 1.543, 0.013], [1.297, 1.725, 0.061], [5.155, 2.163, -0.072], [-0.124, -1.851, -0.080], [-0.521, -0.590, 0.150], [-1.060, 0.504, 0.090], [-1.537, 1.672, 0.028], [-2.629, 2.937, 0.482], [-0.902, -2.420, -0.136]], "lowdin_spin": [0.224, 0.130, 0.049, 1.583, 0.180, 0.332, 0.245, 0.250, 0.006, 0.000], "spin_multiplicity": 4, "total_charge": 1, "homo_ev": [-7.628, -11.991], "s_squared": 3.76, "largest_force_ev_per_a": 11.21, "homo_lumo_gap_ev": [3.18, 5.05], "de_lowest_kcal_mol": 0.0, "lumo_energy_ev": [-4.4516, -6.9393]}